# 1
C5H34NO15 | ωB97M-V/def2-TZVPD

Values from the calculation:
HOMO (spin up / spin down): -10.7 / -10.7 eV
max |F|: 5.97 eV/Å
charge: 0
2S+1: 2
orbital gap (spin up / spin down): 9.6174 / 4.4773 eV

```
55
Properties=species:S:1:pos:R:3:forces:R:3
N -1.3476 -2.2635 2.3786 4.031 -0.545 -0.171
C -1.2393 -3.5538 1.6245 -0.970 1.830 -1.035
C 0.2761 -3.6225 1.3522 0.565 -1.583 0.660
C 0.7742 -2.1574 1.2382 2.574 -0.317 -3.142
C -0.3829 -1.3306 1.6564 -1.659 -0.004 1.634
C -1.2869 -0.8149 0.5592 0.326 4.754 -3.234
O -2.0219 0.1980 0.7655 -0.005 -1.720 2.110
O -0.9745 -1.0765 -0.6264 0.224 -1.860 0.937
H -0.9451 -2.3623 3.3363 -1.552 0.168 -0.083
H -1.8356 -4.3177 2.0935 0.460 -0.453 0.459
H -1.6830 -3.4045 0.6207 -0.189 0.212 0.409
H 0.4227 -4.3116 0.4633 0.148 1.011 1.071
H 0.7263 -4.0594 2.2652 0.029 -0.126 -0.667
H 1.0210 -1.9112 0.0915 -0.733 -0.425 2.447
H 1.7856 -1.9024 1.7542 -2.068 -0.634 -0.419
H -0.0278 -0.4729 2.2376 -0.798 -0.253 0.273
H 2.6888 -0.4065 -2.5019 -0.840 -0.794 -1.348
H 3.4099 -1.1704 -1.2948 0.130 -1.119 -0.111
O 3.1749 -0.3504 -1.6881 0.553 1.794 1.269
H -0.9325 2.9078 1.6781 0.314 0.637 0.385
H -0.6243 4.0445 0.8347 0.237 0.629 -1.776
O -0.5372 3.8017 1.7341 -0.345 -1.199 2.161
H 2.0478 0.7057 -0.7792 0.421 0.173 -0.050
H 1.6956 0.9280 0.6762 0.207 -0.552 1.182
O 1.7722 1.3940 -0.1386 -0.596 0.288 -1.649
H -2.6352 -1.6440 -1.3807 1.255 0.014 0.539
H -3.7804 -0.8813 -1.9024 -0.066 -0.134 -0.092
O -3.4995 -1.7884 -1.7112 -1.518 -0.334 -0.533
H -0.4392 -2.1205 -1.8227 -0.693 -0.049 0.041
H -1.1728 -2.7365 -3.0513 -4.410 -0.896 -1.557
O -0.3864 -2.5228 -2.6946 5.157 0.595 1.274
H 2.8207 3.9607 1.4390 0.388 -0.317 0.755
H 1.5555 3.6340 2.0890 -2.471 0.255 0.070
O 2.4690 3.5502 2.2584 1.960 0.233 -0.927
H 2.6208 1.6988 2.0280 0.812 1.637 -0.133
H 1.6342 0.9112 2.7239 -1.864 0.196 1.421
O 2.4746 0.8180 2.3483 1.096 -1.936 -0.466
H -0.1768 2.5936 -2.8970 0.184 0.745 0.666
H -1.2859 1.5974 -2.9926 -3.448 -0.930 1.947
O -0.5208 1.8642 -3.3874 3.479 0.236 -2.931
H 0.4321 2.3446 -0.6222 0.052 0.777 0.173
H -1.0393 2.4688 -0.7472 0.214 0.749 -0.316
O -0.2548 3.0613 -0.7080 -0.486 -1.585 -0.627
H 3.9347 2.9521 -1.2815 1.712 -3.625 -3.303
H 2.6772 3.3057 -0.5209 0.812 -0.300 -0.468
O 3.6072 3.5381 -0.7057 -2.471 3.950 3.725
H 0.7455 -1.2977 -3.3088 0.980 1.460 -1.280
H 0.8337 0.1489 -4.0523 0.432 -0.892 0.695
O 1.3814 -0.6156 -3.7356 -1.380 -0.442 0.482
H -3.9569 0.0469 2.1902 -0.379 -0.480 1.290
H -3.0865 -0.6355 3.2162 -1.926 0.584 0.065
O -4.0465 -0.3507 3.1026 2.322 -0.080 -1.359
H -2.5968 0.8108 -0.6437 0.788 -0.294 -3.979
H -1.8242 0.0013 -1.8030 -0.911 1.639 0.078
O -2.4414 0.7954 -1.7578 -0.085 -0.689 3.439
```
Forces are in eV/Å.


# 2
C5H34O11S2 | ωB97M-V/def2-TZVPD

Values from the calculation:
HOMO: -8.0 eV
SMILES string: CCCSSCC.O.O.O.O.O.O.O.O.O.O.O
max |F|: 1.58 eV/Å
charge: 0
orbital gap: 8.0931 eV

```
52
Properties=species:S:1:pos:R:3:forces:R:3
C 1.9671 -3.1865 -1.5430 1.063 -0.204 0.388
C 0.7256 -2.3348 -1.5895 -0.365 0.555 -0.770
C 0.3223 -1.6819 -0.2730 0.118 -1.415 0.699
S -0.0155 -2.9823 0.9912 -0.697 -0.024 -0.691
S 0.0131 -1.9870 2.7316 0.252 0.292 0.981
C -1.2079 -0.6584 2.8943 -0.597 0.812 -0.477
C -1.0186 -0.0693 4.2855 -0.121 -0.776 0.252
H 1.8890 -3.9021 -0.7314 -0.110 -0.128 0.263
H 2.2060 -3.8079 -2.4082 -0.438 0.348 -0.321
H 2.8816 -2.6254 -1.3275 -0.132 0.206 0.003
H 0.7623 -1.4649 -2.2474 0.702 0.012 -0.379
H -0.0509 -2.9126 -2.0909 -0.496 -0.161 0.605
H -0.6025 -1.1379 -0.3953 -0.033 0.451 -0.023
H 1.1394 -1.1160 0.1731 -0.098 0.387 -0.377
H -2.2669 -0.8425 2.7209 -0.052 -1.070 0.283
H -1.0976 0.1267 2.1608 0.843 0.117 -0.286
H -1.6806 0.7781 4.4225 0.003 0.173 -0.045
H -1.2643 -0.8314 5.0301 -0.079 0.109 0.073
H 0.0080 0.2163 4.4930 0.165 0.251 -0.097
O 2.7794 2.2534 -1.1775 0.301 0.198 -0.162
H 2.0555 2.0509 -1.7736 -0.068 -0.070 -0.473
H 3.4259 1.5630 -1.3779 -0.152 0.083 0.376
O -0.8980 2.5819 -2.2206 0.308 0.303 0.813
H 0.0145 2.3068 -2.4814 -0.728 0.161 0.148
H -0.8645 2.8674 -1.2791 0.302 -0.111 -0.586
O -0.4994 3.3883 0.7369 0.702 -0.535 -0.223
H 0.4812 3.3558 0.9587 -0.847 -0.651 0.057
H -0.7045 4.2995 0.6261 -0.366 1.248 -0.091
O 1.8687 2.4875 1.2696 0.427 0.846 -0.304
H 1.9260 2.0339 0.4018 0.138 -0.506 0.236
H 2.5426 3.1563 1.0517 -0.047 -0.164 0.551
O 1.3184 1.5926 -3.4093 -0.037 -0.205 -0.726
H 0.7452 0.9228 -3.8237 -0.225 0.005 0.320
H 1.4336 2.2197 -4.1348 0.179 0.131 0.151
O 3.2178 0.0264 0.4536 0.527 -0.497 -0.426
H 3.1505 -0.1109 1.4229 -0.134 0.116 -0.026
H 3.8416 -0.6380 0.1290 -0.212 0.126 0.194
O -2.4933 1.8816 1.9125 -0.521 0.141 -0.322
H -1.9104 2.5048 1.4291 -0.243 -0.231 0.260
H -3.4162 2.0502 1.6617 0.586 0.126 0.110
O -4.0519 -1.5332 -2.7435 0.888 0.203 0.080
H -4.8555 -1.0597 -2.5497 -0.489 0.142 0.027
H -3.3621 -0.9225 -2.3982 -0.428 -0.383 -0.189
O -1.2784 0.7821 -4.3069 0.519 0.074 -0.209
H -1.7397 0.0915 -4.7687 -0.217 -0.613 -0.383
H -1.9642 1.1872 -3.7793 -0.176 0.340 0.309
O 2.5768 0.1528 3.0093 -0.123 0.419 0.461
H 1.7182 -0.2812 3.1463 0.169 -0.157 -0.175
H 2.3780 1.1043 2.9612 0.027 -0.336 -0.170
O -2.6418 0.6343 -1.6359 -0.218 -0.297 -0.099
H -3.0603 0.8825 -0.8058 0.248 0.106 -0.002
H -1.9621 1.3016 -1.8673 -0.019 0.050 0.389
```
Forces are in eV/Å.


# 3
C5H35N2O12 | ωB97M-V/def2-TZVPD

Values from the calculation:
HOMO: -6.4 eV
max |F|: 1.00 eV/Å
charge: -1
orbital gap: 9.0451 eV

```
54
Properties=species:S:1:pos:R:3:forces:R:3
N 2.1486 1.8374 -0.2560 0.318 0.067 0.128
C 1.9122 0.7207 0.6693 -0.628 0.050 0.026
C 1.2459 -0.4995 -0.0004 -0.055 0.338 0.205
C 2.1133 -1.1888 -1.0374 0.235 -0.108 -0.851
O 2.3087 -0.4800 -2.2606 0.005 0.532 -0.046
C 1.0303 1.2796 1.8147 0.955 -0.285 0.042
N 0.7799 0.3574 2.9345 -0.252 -0.179 -0.299
C -0.5270 -0.2972 2.9078 -0.096 -0.013 0.393
H 3.1242 1.8590 -0.5266 -0.066 0.091 -0.075
H 1.6175 1.7536 -1.1125 -0.088 -0.202 -0.079
H 2.8933 0.4463 1.0944 -0.282 -0.146 -0.071
H 0.2767 -0.1878 -0.4139 0.213 0.167 -0.340
H 0.9157 -1.2217 0.7490 0.422 -0.186 0.164
H 1.7252 -2.1778 -1.3147 -0.159 0.008 0.368
H 3.1407 -1.3395 -0.6650 -0.348 -0.073 0.270
H 1.5998 2.1211 2.2229 -0.257 0.204 -0.220
H 0.1065 1.6497 1.3607 -0.083 -0.052 0.315
H 1.5125 -0.3456 2.9675 -0.046 0.116 0.004
H -0.7313 -0.8975 2.0150 -0.058 0.101 0.059
H -1.2826 0.4758 3.0248 -0.172 0.075 -0.249
H -0.6314 -0.9346 3.7887 0.126 -0.123 -0.153
H -1.1884 -4.0714 -0.4169 -0.119 -0.301 0.417
H -1.6343 -5.2971 0.4374 -0.065 0.038 -0.105
O -0.8994 -4.6942 0.3018 0.039 0.210 -0.295
H -2.2455 0.3363 -4.0086 0.494 -0.368 0.370
H -0.7546 0.1952 -3.2251 -0.488 0.276 -0.689
O -1.7299 -0.3134 -3.4955 0.461 0.420 -0.078
H -2.4086 -2.2560 -1.4722 0.252 -0.534 0.003
H -1.3266 -2.9102 -2.3658 -0.213 -0.016 0.068
O -1.9677 -3.1307 -1.6755 0.086 0.433 -0.056
H 3.8688 0.3406 -2.0001 0.427 -0.007 -0.312
H 5.2881 -0.0018 -2.4981 0.009 -0.111 -0.102
O 4.8177 0.6273 -1.9508 -0.488 0.104 0.287
H -2.3488 2.3901 -0.9941 -0.336 -0.352 0.342
H -3.0566 1.0048 -0.6729 0.081 0.679 0.050
O -3.1023 1.9750 -0.5037 0.226 -0.154 -0.246
H 1.0369 -3.4028 2.3941 0.074 -0.044 -0.258
H -0.2624 -4.1159 1.8841 0.573 0.389 0.329
O 0.2055 -3.7748 2.6873 -0.541 -0.272 -0.056
H 0.5179 1.5098 4.4494 0.143 0.126 -0.106
H 1.0414 2.9302 4.6563 0.041 0.083 -0.054
O 0.4121 2.3033 5.0169 -0.110 -0.149 0.153
H -3.9364 -0.7216 -1.7508 0.633 0.068 0.301
H -2.4250 -0.4857 -2.2506 -0.759 0.014 0.481
O -3.0296 -0.6590 -1.3917 -0.254 -0.201 -0.649
H -0.1603 3.0675 -1.0160 -0.109 0.060 -0.113
H -0.4640 2.2507 -2.2915 0.231 0.042 0.011
O -0.8173 2.9802 -1.7202 -0.010 0.113 0.175
H 1.5299 0.1067 -2.5674 0.157 -0.562 0.472
H 0.6065 1.2502 -3.9505 -0.038 0.033 0.030
O 0.3269 1.0054 -3.0624 -0.085 -0.365 0.045
H -3.4346 2.8005 2.5861 -0.379 0.165 -0.786
H -3.7029 2.7272 1.0266 0.034 0.011 0.509
O -4.0351 3.1031 1.8783 0.350 -0.206 0.273
```
Forces are in eV/Å.


- The lowest max |F| belongs to which entry?
  C5H35N2O12


- The highest max |F| belongs to which entry?
  C5H34NO15